# C23H22O4

C23H22O4 in the gas phase (wB97M-V/def2-TZVPD, the Open Molecules 2025 dataset).

```
49
Properties=species:S:1:pos:R:3:forces:R:3:mulliken_charge:R:1
C -0.91047 -4.46097 0.24112 0.0 0.4 0.1 -1.35
C -1.32053 -2.99125 0.22649 -0.2 -0.4 -0.2 -0.13
O -0.41832 -2.16498 0.93980 0.2 0.2 0.1 -0.45
C 0.76991 -1.82033 0.37863 0.3 0.1 0.1 0.32
C 1.19355 -2.15611 -0.90405 -0.3 -0.2 -0.1 -0.27
C 2.42130 -1.70426 -1.34861 0.0 0.0 0.1 -1.12
C 3.23570 -0.90782 -0.56511 0.4 0.1 0.1 -0.76
C 2.80786 -0.55314 0.70885 -0.3 -0.4 0.0 0.60
C 1.59233 -1.03202 1.17748 0.1 -0.1 0.0 0.22
H 1.26454 -0.76609 2.16889 -0.1 0.1 0.1 0.51
O 3.49393 0.24514 1.59225 -0.3 -0.2 0.0 -0.46
C 4.48858 1.12719 1.13077 0.0 0.6 -0.3 -0.42
C 3.92723 2.47666 0.63904 0.3 -0.4 0.5 -0.47
O 3.25187 2.37762 -0.59564 -0.2 -0.1 -0.2 -0.47
C 1.95374 1.96880 -0.64883 -0.4 0.0 -0.2 0.80
C 1.52233 1.52760 -1.90340 0.1 0.1 0.1 -0.63
C 0.25384 1.02652 -2.06609 -0.1 0.1 0.1 -0.70
C -0.64197 0.99547 -0.99582 0.3 0.1 0.0 0.96
C -0.22723 1.48736 0.23781 -0.1 0.0 -0.3 -0.47
C 1.05699 1.96338 0.41556 0.3 0.3 0.1 -0.76
H 1.35406 2.29019 1.39946 0.1 0.0 0.1 0.19
H -0.89631 1.45044 1.08444 0.0 0.0 0.1 0.53
C -1.95255 0.33682 -1.17337 0.1 -0.1 -0.1 -0.01
O -2.09510 -0.59299 -1.94775 0.0 0.1 0.0 -0.66
C -3.08446 0.83719 -0.35269 -0.4 0.0 0.1 0.40
C -3.20949 2.18416 -0.01997 0.0 -0.1 -0.1 -0.14
C -4.29672 2.61669 0.71696 -0.1 0.1 0.1 -0.80
C -5.26122 1.71317 1.13397 0.0 0.1 0.0 -0.37
C -5.14926 0.37412 0.79537 -0.1 -0.1 0.0 -0.73
C -4.07268 -0.05985 0.04603 0.1 0.0 0.0 -0.41
H -3.97467 -1.09694 -0.23825 0.0 -0.1 0.0 0.49
H -5.90583 -0.32879 1.11173 -0.1 -0.1 0.0 0.39
H -6.10440 2.05489 1.71623 -0.1 0.0 0.0 0.39
H -4.39376 3.66300 0.96746 0.0 0.1 0.0 0.39
H -2.46743 2.89225 -0.35915 0.1 0.0 0.0 0.50
H -0.06671 0.64305 -3.02294 0.0 -0.1 -0.1 0.44
H 2.22213 1.55616 -2.72349 0.1 0.0 -0.1 0.44
H 4.77006 3.14696 0.44741 -0.1 -0.1 0.1 0.42
H 3.29649 2.91826 1.41566 0.1 0.0 -0.1 0.26
H 5.12424 1.32376 1.99945 0.0 0.0 -0.1 0.40
H 5.10112 0.68030 0.34262 0.0 0.0 0.1 0.25
H 4.17506 -0.56422 -0.96740 0.1 0.1 0.0 0.22
H 2.75033 -1.97188 -2.34181 0.0 0.0 -0.1 0.37
H 0.57842 -2.74283 -1.56533 -0.1 -0.1 0.0 0.44
H -2.26783 -2.86985 0.76030 0.1 0.0 -0.1 0.38
H -1.45172 -2.62580 -0.79833 0.0 0.0 0.1 0.17
H -1.66055 -5.05419 -0.27477 -0.1 -0.1 -0.1 0.42
H -0.82612 -4.81061 1.26737 0.0 -0.1 0.1 0.33
H 0.04974 -4.60225 -0.24834 0.1 -0.1 -0.1 0.33
```
Forces are in eV/Å.

Properties
SMILES: CCOc1cccc(OCCOc2ccc(C(=O)c3ccccc3)cc2)c1
HOMO-LUMO gap in Eh: 0.3106
E_tot in a.u.: -1190.58064
Net charge: 0
Relative energy (zero: lowest compared OMol25 entry of this formula, charge and spin) in kJ/mol: 0.0